# C17H49BrO6S5Si2

A structure of composition C17H49BrO6S5Si2 in a non-equilibrium geometry (ωB97M-V with the def2-TZVPD basis set, the OMol25 dataset).

Structure (ORCA input):
```
! RIJCOSX wB97M-V def2-TZVPD def2/J DEFGRID3
* xyz 0 1
H 2.291 0.298 -10.224
O -1.896 2.170 0.970
H 2.479 2.069 -10.312
H -0.814 0.027 -10.036
H -0.829 1.834 -3.968
C 1.837 -2.876 -3.556
C 5.041 -1.765 1.911
S 3.686 -2.626 1.077
C -1.506 -0.044 -2.773
C 1.757 1.250 -10.287
C 2.326 -1.592 7.138
H 1.686 -4.029 -3.826
H -0.895 -0.884 -2.188
C 2.542 -2.569 2.478
H 0.778 -2.569 -5.550
Si -2.960 0.564 -1.665
H -3.223 -0.404 -0.570
C 2.447 -4.201 7.766
C -0.404 1.149 -3.120
H -2.954 5.391 6.588
H 3.078 -3.922 8.613
H 1.624 -3.089 2.198
H 0.417 -0.091 -5.598
H -3.012 3.162 3.420
S -2.568 3.031 6.522
H -2.749 0.934 7.660
H 2.954 -2.618 -3.888
H 2.310 -1.529 2.717
H 2.238 -0.409 -5.223
H 0.390 -0.915 -9.103
H -1.275 5.474 2.243
O 4.104 -4.055 0.895
H 2.961 -1.400 8.006
C 1.149 -0.471 -4.739
H 5.893 -1.715 1.228
O 1.551 1.249 -7.620
C -0.270 -0.045 -9.091
H 0.520 -2.500 -1.601
H -4.905 -0.549 -4.765
H 5.331 -2.309 2.813
H -0.107 4.510 1.303
O -3.567 2.726 5.446
H -0.669 3.916 2.888
Si -5.034 -0.670 -3.311
H 4.725 -0.751 2.168
O 1.833 -3.446 5.274
H 2.446 -0.780 6.417
H 1.995 -3.679 -1.349
H -4.121 4.518 7.616
C 0.767 -2.045 -4.478
O -4.481 0.810 -2.518
Br -3.984 -2.578 -2.554
C 1.615 -2.741 -1.937
H -2.439 4.771 8.178
H 2.988 -3.063 3.345
C 1.068 0.494 -3.417
S -2.314 3.599 1.152
H -6.476 -0.793 -2.972
H 2.295 -1.824 -1.586
H -2.322 2.250 8.784
H 1.437 0.001 -2.420
H -0.356 1.818 -2.132
C -0.959 4.460 1.986
H 1.818 1.401 -3.623
H -2.573 1.847 -1.024
H 1.279 -1.653 7.445
C -3.458 3.656 2.553
H -0.332 -2.218 -4.068
S 2.832 -3.141 6.351
H 2.651 -5.237 7.489
S 0.698 1.462 -8.835
H 1.392 -4.099 8.033
H -4.008 2.073 8.204
H -0.984 -0.143 -8.270
H -3.690 4.696 2.792
H -1.838 -0.539 -3.796
C -2.953 1.971 7.937
C -3.074 4.579 7.310
H 1.146 1.278 -11.191
H -4.376 3.136 2.273
*
```

Calculated values
Highest occupied orbital energy ... -8.33 eV
Orbital gap ... 8.511 eV

# C22H20FN5O2

An isolated molecule of C22H20FN5O2 in a non-equilibrium geometry (ωB97M-V with the def2-TZVPD basis set, the OMol25 dataset).

Structure (ORCA input):
```
! RIJCOSX wB97M-V def2-TZVPD def2/J DEFGRID3
* xyz 0 1
H 1.780 -3.069 1.140
H 2.805 -0.232 3.016
H -0.338 1.184 0.146
C 4.309 1.508 -0.240
C 0.330 0.336 0.281
C 4.165 -1.197 0.103
H -2.117 1.314 0.846
H 0.474 -2.710 -1.013
C 3.618 1.033 0.846
C -4.793 2.192 0.816
C -4.782 0.185 -0.579
F -8.139 1.462 -0.350
H 3.211 -1.869 2.485
H 1.313 0.625 -0.107
C 0.469 -0.071 1.761
H -0.521 -0.364 2.136
C -6.154 0.275 -0.784
H 5.350 -1.375 -1.697
O 4.523 2.806 -0.621
N 1.347 -1.204 1.946
C -3.784 -0.747 -1.010
C -2.547 -0.307 -0.483
H -6.733 3.072 1.050
N -1.609 -2.223 -1.465
H 3.161 1.711 1.549
C -2.818 -2.538 -1.896
H 0.062 -2.714 1.390
C 1.018 -2.295 1.052
C -6.803 1.328 -0.180
N -2.774 0.842 0.250
C -6.153 2.277 0.609
H -4.278 2.920 1.424
N -0.114 -0.799 -0.489
C 5.301 2.740 -1.798
O 5.539 1.388 -2.127
C 3.540 -0.355 1.011
C 4.923 0.650 -1.153
H 1.798 -1.524 -0.836
H 4.763 3.232 -2.623
C 0.851 -1.878 -0.421
H 6.262 3.254 -1.634
N -3.930 -1.860 -1.735
H -2.887 -3.466 -2.449
H 0.832 0.767 2.358
C -1.411 -1.091 -0.778
C 2.753 -0.926 2.172
C 4.868 -0.713 -0.998
H 4.113 -2.265 0.253
C -4.110 1.142 0.215
H -6.681 -0.445 -1.387
*
```

Calculated values
Highest occupied orbital energy ... -7.57 eV
Orbital gap ... 8.036 eV
SMILES ... Fc1ccc2[nH]c3c(N4CCN(Cc5ccc6c(c5)OCO6)CC4)ncnc3c2c1

# C8H12O5P

A structure of composition C8H12O5P in a non-equilibrium geometry (ωB97M-V with the def2-TZVPD basis set, the OMol25 dataset).

Structure (ORCA input):
```
! RIJCOSX wB97M-V def2-TZVPD def2/J DEFGRID3
* xyz -1 1
C 1.356 0.133 -2.417
H 0.773 2.639 4.023
H -2.967 0.575 -2.186
P -0.859 0.304 -0.837
O 0.872 0.123 -1.088
H 2.000 -0.814 -2.645
O -1.286 1.674 -0.991
H -2.813 -0.522 -3.648
H 0.786 -1.717 0.510
O -1.416 -0.641 -2.047
C 0.823 0.938 2.840
C 0.233 0.125 2.125
C -2.715 -0.430 -2.436
H 1.787 1.178 4.734
H 2.353 2.345 3.268
O -2.678 -0.672 2.343
H -0.806 -2.366 0.268
H 0.025 -2.811 1.832
H 0.394 0.031 -3.012
C -2.052 -0.556 1.307
O -2.542 -0.364 0.150
C -0.093 -2.052 0.945
C -0.537 -0.641 1.241
H -3.385 -1.293 -2.172
H 1.980 1.011 -2.455
C 1.497 1.822 3.748
*
```

Calculated values
Highest occupied orbital energy ... -4.21 eV
Orbital gap ... 7.619 eV

# C32H42BrNOOsS3

A structure of composition C32H42BrNOOsS3 (ωB97M-V with the def2-TZVPD basis set, the OMol25 dataset).

Structure (ORCA input):
```
! RIJCOSX wB97M-V def2-TZVPD def2/J DEFGRID3
* xyz 2 5
H -3.327 1.023 -5.194
H 3.511 2.187 2.348
C 1.441 4.157 -6.283
H -4.504 -0.426 4.854
H -4.414 0.078 0.610
C -2.654 -0.766 1.505
H 1.221 -4.154 4.135
H 0.488 3.326 -1.202
C -3.562 1.864 -2.591
H -2.200 3.618 2.385
C 1.442 1.078 -4.213
H 1.765 4.617 -5.347
C 3.105 2.294 -6.209
H -4.566 2.280 -2.683
C 0.867 2.057 -5.058
H -3.198 2.101 -1.598
H 0.289 4.701 -0.108
S -1.055 2.825 0.504
C 0.734 0.640 -3.145
C 2.843 1.328 2.287
H 3.460 0.431 2.215
C -2.710 4.005 -3.525
C 1.611 2.627 -6.238
H -1.719 -1.843 0.027
C -0.465 2.438 -4.809
H 2.423 0.673 -4.413
H -0.596 4.334 2.310
C 0.446 3.623 -0.152
S 0.989 2.707 3.962
H -4.387 2.427 -5.025
H 1.107 0.930 -7.526
C -3.983 -0.525 3.911
C -3.932 -0.234 1.531
C 0.338 -1.222 1.755
C 1.706 3.268 0.598
H 2.386 -1.408 1.091
H 2.599 1.047 4.371
H -2.208 4.513 -4.348
H 3.587 2.748 -7.073
C -1.143 3.394 2.242
C -1.228 2.009 -3.749
H -0.067 2.253 -7.610
H 3.587 2.691 -5.312
C -0.642 -1.748 2.621
H -2.490 -0.489 -0.511
N -1.935 -0.872 0.251
H 2.949 -3.230 2.628
H -1.065 -3.237 4.103
O -1.069 0.820 -1.662
H 1.650 3.604 1.630
Os -0.095 0.211 0.364
H -0.701 1.358 2.888
Br 1.420 -0.740 -2.025
C -0.574 1.138 -2.780
H 0.411 4.456 -6.478
S 2.033 1.466 0.652
H -2.218 -1.355 4.798
H 1.259 0.378 3.436
H 1.514 2.423 -8.383
H 2.575 3.717 0.115
C -2.688 2.473 -3.694
H 2.056 4.558 -7.087
C 1.625 -1.777 1.770
H -3.640 0.780 -2.705
H -1.355 2.403 4.143
H -3.743 4.350 -3.502
H 3.286 1.220 -6.267
C 0.978 -3.332 3.476
C -0.680 2.372 3.289
H -2.230 4.303 -2.590
C 1.946 1.217 3.514
C 0.993 2.015 -7.517
H -2.859 2.581 -5.887
H -5.603 0.290 2.761
C -3.346 2.103 -5.037
C -4.600 -0.115 2.739
C 1.948 -2.817 2.626
C -0.303 -2.805 3.466
C -2.016 -1.187 2.674
H -0.930 3.107 -5.519
C -2.703 -1.055 3.878
*
```

Calculated values
Highest occupied orbital energy (alpha / beta) ... -13.61 / -13.86 eV
Orbital gap (alpha / beta) ... 8.551 / 5.811 eV
⟨S²⟩ ... 6.05

# C3H4LiO4

A structure of composition C3H4LiO4 in a non-equilibrium geometry (ωB97M-V with the def2-TZVPD basis set, the OMol25 dataset).

Structure (ORCA input):
```
! RIJCOSX wB97M-V def2-TZVPD def2/J DEFGRID3
* xyz -1 1
H 3.576 0.257 0.021
C 0.398 0.036 -0.512
O 2.786 -0.164 -0.329
Li -2.858 0.585 -0.856
O -2.770 -1.350 -0.574
H 1.705 1.577 0.085
O -0.743 0.281 0.053
H 1.522 0.270 1.278
H 0.484 -0.959 -0.995
O -3.234 0.008 0.975
C -2.503 -1.020 0.654
C 1.636 0.480 0.199
*
```

Calculated values
Highest occupied orbital energy (alpha / beta) ... -3.36 / -1.04 eV
Orbital gap (alpha / beta) ... 5.872 / 3.651 eV

# C26H31ClGeN6O8SW

A structure of composition C26H31ClGeN6O8SW in a non-equilibrium geometry (ωB97M-V with the def2-TZVPD basis set, the OMol25 dataset).

Structure (ORCA input):
```
! RIJCOSX wB97M-V def2-TZVPD def2/J DEFGRID3
* xyz 0 3
O 2.653 1.643 -2.559
H 1.107 -4.854 -0.001
C 1.752 2.244 0.338
H 4.495 -2.481 3.246
H 2.554 -3.764 1.277
N 0.534 2.413 -0.244
C 3.291 0.536 0.616
H -1.700 -1.907 -4.144
C 2.437 -2.230 2.764
C 3.639 2.694 1.484
N 2.111 0.954 0.163
Cl 2.054 0.319 -2.450
H -2.676 2.793 -0.144
C -0.025 -6.150 -2.099
H -0.329 2.336 -2.492
H -4.886 4.128 3.767
C 0.036 -4.667 -1.837
C 0.940 -0.431 2.212
C -2.336 -0.278 -0.372
C 2.097 -2.828 1.581
H 5.083 1.087 1.644
C 3.520 -2.795 3.635
O 0.929 4.928 -0.387
H 1.973 -0.534 4.052
N 2.465 3.119 1.039
H 3.486 -3.888 3.595
H -3.825 5.186 4.568
O -0.785 3.799 -1.762
H 4.062 -2.631 5.507
N -4.104 4.755 3.706
H -0.494 -0.692 -3.692
H 4.220 3.421 2.043
C -3.139 4.509 2.750
H -2.164 1.572 -4.007
H -1.689 5.826 3.633
C 1.162 -2.221 0.729
H -1.131 -4.093 -3.566
O -0.578 1.406 -2.657
C -4.373 -0.869 -2.752
O 1.601 -0.089 -3.771
H -4.510 -0.915 -3.834
H -4.365 3.143 1.624
H -0.607 -6.340 -3.005
C -1.902 5.155 2.808
C -0.503 -2.399 -2.451
O 3.334 -2.318 4.962
C 1.786 -1.007 3.098
H 3.544 -0.495 0.419
C -0.958 4.957 1.818
C -3.405 3.646 1.679
N 0.622 -0.972 0.987
H 1.774 -6.278 -2.853
C -1.237 4.104 0.760
H -4.583 -1.854 -2.332
H -3.209 0.215 0.062
H 0.002 5.456 1.853
H -5.082 -0.150 -2.340
H -1.486 0.336 -0.036
H -2.232 -1.273 0.055
H -2.475 2.256 -2.405
C 4.118 1.407 1.281
C -0.585 -3.751 -2.695
C 0.675 -4.177 -0.727
C -2.462 3.450 0.691
N 0.178 -1.907 -1.380
O 3.056 -0.645 -1.985
O 1.267 -6.743 -2.178
C -2.010 1.427 -2.938
Ge -2.557 -0.335 -2.344
W 0.464 0.182 -0.862
C 0.707 -2.800 -0.491
H 0.469 0.519 2.436
H -0.523 -6.654 -1.273
S -0.055 3.904 -0.514
C -1.216 -1.412 -3.302
*
```

Calculated values
Highest occupied orbital energy (alpha / beta) ... -5.51 / -7.00 eV
Orbital gap (alpha / beta) ... 5.589 / 6.695 eV
⟨S²⟩ ... 2.05